C44H69As2BrN4OPSSc | ωB97M-V/def2-TZVPD

The value obtained for the total energy is -287292.3428 eV. As for the total charge: +2. As for the multiplicity: 1. Its HOMO energy is -12.6 eV. For the LUMO energy, the calculation gives -4.7 eV. For the HOMO-LUMO gap, the calculation gives 7.8 eV.

Cartesian coordinates (Å):
1 Sc 0.4502 0.6779 0.0990
2 C -0.0475 -6.8546 1.5911
3 C -0.1175 -6.5649 0.0881
4 C -1.3430 -7.2754 -0.4846
5 C 1.1388 -7.1142 -0.5978
6 C -0.1761 -5.0608 -0.1373
7 C 0.8019 -4.2354 0.4203
8 C 0.7078 -2.8842 0.2025
9 Br 2.0490 -1.7249 0.9292
10 C -0.2960 -2.2501 -0.5418
11 O -0.2952 -0.9100 -0.5780
12 C -1.2228 -3.0808 -1.1849
13 C -1.1368 -4.4523 -0.9285
14 C -2.2717 -2.6439 -2.2089
15 C -2.3210 -1.1381 -2.4679
16 C -1.9319 -3.3251 -3.5440
17 C -3.6673 -3.0885 -1.7485
18 H -0.0176 -7.9282 1.7585
19 H -0.9204 -6.4562 2.1040
20 H 0.8412 -6.4286 2.0492
21 H -1.2930 -8.3331 -0.2378
22 H -1.3890 -7.1974 -1.5690
23 H -2.2679 -6.8821 -0.0663
24 H 1.2098 -8.1875 -0.4430
25 H 2.0423 -6.6595 -0.1987
26 H 1.1082 -6.9270 -1.6689
27 H 1.6120 -4.6321 1.0099
28 H -1.8683 -5.0814 -1.4055
29 H -1.3408 -0.7140 -2.6816
30 H -2.7574 -0.6090 -1.6213
31 H -2.9631 -0.9580 -3.3287
32 H -0.9800 -2.9622 -3.9290
33 H -2.7025 -3.0984 -4.2766
34 H -1.8674 -4.4052 -3.4503
35 H -3.8940 -2.6982 -0.7584
36 H -3.7734 -4.1690 -1.7164
37 H -4.4157 -2.7085 -2.4413
38 C 4.7467 0.4017 -0.1643
39 As 3.2135 1.5943 -0.0462
40 C 3.9067 2.9729 -1.2585
41 C 3.5359 2.5646 1.6185
42 C 4.6795 2.3615 2.3804
43 C 4.9128 3.1249 3.5157
44 C 4.0092 4.1051 3.8841
45 C 2.8603 4.3045 3.1319
46 C 2.6039 3.5343 2.0043
47 As 0.9033 3.6855 1.0325
48 C 1.2010 5.3513 0.0398
49 C -0.2097 4.4982 2.4204
50 H 4.7107 -0.3913 0.5836
51 H 5.6705 0.9759 -0.0567
52 H 4.7258 -0.0590 -1.1563
53 H 4.6674 3.5402 -0.7174
54 H 3.1231 3.6467 -1.6002
55 H 4.3630 2.4910 -2.1225
56 H 5.4030 1.6108 2.0938
57 H 5.8047 2.9602 4.1016
58 H 4.1953 4.7162 4.7541
59 H 2.1612 5.0683 3.4414
60 H 1.7728 6.0318 0.6723
61 H 0.2311 5.8008 -0.1776
62 H 1.7360 5.1936 -0.8921
63 H 0.1239 5.5194 2.6206
64 H -0.1704 3.9202 3.3394
65 H -1.2394 4.5340 2.0623
66 C -0.1907 4.8178 -3.2045
67 N 0.8359 3.8705 -3.5822
68 C 1.8508 4.1162 -4.4720
69 C 2.5462 2.9741 -4.6045
70 N 1.9563 2.0206 -3.7845
71 C 0.8997 2.5967 -3.1430
72 S -0.3005 1.9737 -2.1170
73 C 2.2814 0.6372 -3.8342
74 C 2.9808 0.1379 -4.9308
75 C 3.2386 -1.2187 -4.9685
76 C 2.7731 -2.0199 -3.9370
77 C 2.0963 -1.4137 -2.8946
78 N 1.8718 -0.1011 -2.8196
79 H 0.0276 5.7629 -3.6934
80 H -0.1947 4.9433 -2.1238
81 H -1.1664 4.4518 -3.5231
82 H 1.9861 5.0724 -4.9333
83 H 3.4177 2.7799 -5.1889
84 H 3.2860 0.7598 -5.7526
85 H 3.7740 -1.6415 -5.8051
86 H 2.9230 -3.0867 -3.9403
87 H 1.7154 -2.0031 -2.0784
88 C 1.8552 0.7584 4.8004
89 C 1.4190 0.7849 3.4279
90 N 1.0658 0.8298 2.3325
91 H 2.9036 0.4734 4.8376
92 H 1.2591 0.0382 5.3550
93 H 1.7351 1.7486 5.2339
94 C -1.7300 1.6013 4.1102
95 C -2.7509 1.7106 2.9774
96 C -4.1272 1.3046 3.5181
97 P -2.2071 0.8895 1.3959
98 C -2.6514 -0.9164 1.4548
99 C -4.0745 -1.3886 1.7501
100 C -1.6835 -1.6392 2.3965
101 C -3.2294 1.7180 0.0748
102 C -2.7986 3.1817 -0.0629
103 C -4.7553 1.6784 0.1475
104 H -2.0429 2.2278 4.9455
105 H -0.7410 1.9232 3.7961
106 H -1.6618 0.5790 4.4786
107 H -2.7958 2.7651 2.6821
108 H -4.0437 0.4166 4.1408
109 H -4.8630 1.1060 2.7476
110 H -4.5119 2.1042 4.1506
111 H -2.4118 -1.2285 0.4322
112 H -4.3829 -1.1670 2.7660
113 H -4.0954 -2.4739 1.6393
114 H -4.8139 -0.9821 1.0646
115 H -1.9666 -1.4799 3.4352
116 H -0.6472 -1.3163 2.2726
117 H -1.7199 -2.7104 2.2076
118 H -2.9160 1.1937 -0.8364
119 H -3.2303 3.7863 0.7329
120 H -3.1666 3.5810 -1.0066
121 H -1.7082 3.3061 -0.0530
122 H -5.1246 2.2713 0.9801
123 H -5.1640 0.6752 0.2259
124 H -5.1573 2.1225 -0.7626

Cartesian forces (eV/Å) of the 2 atoms listed first:
-0.1 0.4 -0.1
0.0 0.0 -0.1

Results of the natural (NBO) charge analysis, in e, for atoms 1 through 99:
1. Sc 1.540
2. C -0.598
3. C -0.067
4. C -0.610
5. C -0.597
6. C -0.014
7. C -0.270
8. C -0.017
9. Br 0.129
10. C 0.183
11. O -0.944
12. C 0.035
13. C -0.154
14. C -0.101
15. C -0.584
16. C -0.592
17. C -0.593
18. H 0.223
19. H 0.212
20. H 0.201
21. H 0.228
22. H 0.210
23. H 0.212
24. H 0.222
25. H 0.203
26. H 0.211
27. H 0.235
28. H 0.217
29. H 0.228
30. H 0.191
31. H 0.218
32. H 0.206
33. H 0.219
34. H 0.212
35. H 0.202
36. H 0.214
37. H 0.220
38. C -0.931
39. As 0.837
40. C -0.912
41. C -0.379
42. C -0.225
43. C -0.190
44. C -0.216
45. C -0.171
46. C -0.261
47. As 0.859
48. C -0.927
49. C -0.935
50. H 0.244
51. H 0.243
52. H 0.250
53. H 0.250
54. H 0.224
55. H 0.238
56. H 0.223
57. H 0.235
58. H 0.235
59. H 0.210
60. H 0.244
61. H 0.236
62. H 0.224
63. H 0.237
64. H 0.235
65. H 0.243
66. C -0.405
67. N -0.334
68. C -0.037
69. C -0.066
70. N -0.363
71. C 0.308
72. S -0.292
73. C 0.359
74. C -0.259
75. C -0.147
76. C -0.185
77. C 0.043
78. N -0.432
79. H 0.230
80. H 0.227
81. H 0.238
82. H 0.253
83. H 0.250
84. H 0.235
85. H 0.242
86. H 0.233
87. H 0.211
88. C -0.742
89. C 0.516
90. N -0.556
91. H 0.286
92. H 0.285
93. H 0.284
94. C -0.591
95. C -0.510
96. C -0.615
97. P 0.821
98. C -0.513
99. C -0.615